Density functional theory data (the ωB97M-V functional and the def2-TZVPD basis) for a cluster of 2 separate species, C6H15NO in total at a distorted geometry.

```
! RIJCOSX wB97M-V def2-TZVPD def2/J DEFGRID3
* xyz 0 1
C -1.59 -2.06 -0.13
C -2.03 -0.85 -0.43
C -2.05 0.26 0.57
C -0.88 1.27 0.36
C 0.39 0.95 1.18
N 1.33 0.16 0.40
C 2.72 0.18 0.84
H -1.53 -2.86 -0.85
H -1.26 -2.35 0.85
H -2.37 -0.61 -1.44
H -2.95 0.88 0.48
H -2.05 -0.12 1.60
H -0.54 1.21 -0.67
H -1.16 2.30 0.54
H 0.11 0.47 2.13
H 0.90 1.89 1.37
H 1.07 -0.78 0.15
H 3.34 0.76 0.14
H 2.88 0.65 1.81
H 3.15 -0.82 0.88
O 1.12 0.08 -3.35
H 0.22 0.25 -3.06
H 1.17 -0.89 -3.39
*
```

Highest occupied orbital energy (eV): -8.286
Kohn-Sham gap (eV): 9.2
Calculated total energy (a.u.): -367.54871
Energy relative to the best compared isomer or geometry (same formula, charge and spin) (kcal/mol): 51.83
SMILES: C=CCCCNC.O